Formula: C26H30MoN6O5S
Source: the OMol25 dataset
Level of theory: ωB97M-V with the def2-TZVPD basis set

```
! wB97M-V def2-TZVPD RIJCOSX def2/J DEFGRID3
* xyz 2 3
C 5.330 -2.123 -0.997
C -0.956 -1.602 0.719
N -3.499 2.000 -1.367
Mo 0.216 0.490 -0.957
H -0.906 4.518 -3.752
O -1.403 1.332 2.208
H -3.610 4.572 -1.292
H -3.566 -0.087 -1.019
O -1.278 1.625 -1.463
H 5.342 -0.816 -3.215
C -0.816 -1.778 -2.875
C -2.066 -3.540 1.588
O 0.634 1.734 0.831
H -2.255 5.581 -1.792
H -5.340 3.053 -1.470
C -0.742 3.854 -2.906
H -2.425 -4.089 2.447
H -1.271 -1.924 2.803
N 4.257 -1.268 -1.526
C -1.411 -2.302 1.798
O 2.966 -1.702 0.311
C 0.333 0.701 4.414
C 2.062 -0.213 2.958
H 3.673 -1.573 6.420
N -2.041 3.580 -2.291
H 3.584 0.681 -4.194
C -1.136 -2.104 -0.593
C 2.334 -0.271 5.363
H 2.421 -0.462 1.969
H -2.925 0.897 0.333
H -2.394 -4.720 -2.336
C 3.166 -0.620 6.559
C -2.897 4.754 -2.090
H -5.262 1.520 -2.356
C -1.436 -3.000 -3.164
H -0.626 1.185 4.529
H 0.725 0.573 6.506
H -3.422 5.027 -3.004
C 1.096 0.355 5.513
C 2.797 -0.554 4.073
H -0.078 4.345 -2.193
S -0.123 0.869 1.785
N 2.169 -0.266 -1.271
H -4.440 2.940 -3.001
C -1.911 -3.772 -2.135
C -2.278 2.410 -1.709
H -4.646 0.910 -0.029
C 3.107 -1.121 -0.741
H 4.881 -2.951 -0.460
H 3.933 0.142 6.711
N -0.268 -0.376 0.703
N -0.669 -1.339 -1.635
O 1.235 1.016 -2.745
C -1.773 -3.334 -0.800
C 0.832 0.414 3.144
H -0.283 2.937 -3.262
H -2.735 -5.000 0.188
H 2.563 -0.670 7.463
C -2.240 -4.049 0.334
H -1.529 -3.312 -4.194
C -3.654 0.855 -0.472
H -0.433 -1.143 -3.664
C 4.406 -0.627 -2.707
H 3.749 -1.054 3.948
H 5.919 -2.496 -1.830
C 2.299 0.339 -2.466
C -4.705 2.417 -2.087
C 3.458 0.189 -3.244
H 5.961 -1.555 -0.316
*
```

Results
Maximum force (eV/A): 0.2
HOMO level (spin up / spin down) (eV): -14.09 / -14.23
Energy above the lowest of the compared OMol25 structures with the same formula, charge and spin (kJ/mol): 0.0
Orbital gap (spin up / spin down) (hartree): 0.261 / 0.279
⟨S²⟩: 2.020